a) 10
Properties=species:S:1:pos:R:3 method="wB97M-V/def2-TZVPD" e_homo_ev="-10.11 / -7.67" total_charge=0 orbital_gap_ev="10.5 / 4.3"
C -0.1496 -0.1693 0.0193
C -0.0696 -0.1279 -1.4060
C -0.5919 0.9922 0.8848
O -1.0510 -0.8906 -0.9304
I 2.7385 -2.7274 -0.2006
H 0.6507 -0.8712 0.4101
H 0.6503 -0.2719 -2.2610
H 0.2188 1.5492 1.3829
H -1.3032 0.7693 1.7743
H -1.0929 1.7476 0.3265

b) 10
Properties=species:S:1:pos:R:3 method="wB97M-V/def2-TZVPD" e_homo_ev=-9.67 smiles="C=CC=O.I" total_charge=0 orbital_gap_ev=9.5
C -1.4421 0.7750 -0.7691
C -0.2864 0.4169 -0.0833
C 1.0057 -0.0271 -0.7892
O 1.8233 -0.5298 -0.0374
I 0.8085 -1.4588 3.0955
H -2.3096 1.1124 -0.3389
H -1.5544 0.6302 -1.8303
H -0.1865 0.4119 1.0118
H 1.1314 0.2290 -1.8445
H 1.0101 -1.5596 1.5852

According to the calculations, the structures order from most to least stable as b), a).

a) 15
Properties=species:S:1:pos:R:3 method="wB97M-V/def2-TZVPD" e_homo_ev=-9.13 total_charge=0 orbital_gap_ev=9.1
C -1.8992 0.6969 -0.7974
C -2.1315 1.1681 1.5695
C 2.8327 -1.0534 -0.3079
C -2.3450 0.4201 0.5332
N -1.5219 0.8572 -1.8413
O 1.0515 0.0123 -1.7402
O 0.8064 0.2665 0.7934
S 1.0083 -0.7025 -0.2313
Br -2.7060 -1.4230 0.7272
H -2.3626 0.9253 2.6178
H 0.0915 0.0891 -2.0951
H -2.0451 2.2282 1.5079
H 3.1342 -0.4985 -1.1715
H 3.2232 -0.8147 0.7396
H 2.8636 -2.1716 -0.3039

b) 15
Properties=species:S:1:pos:R:3 method="wB97M-V/def2-TZVPD" e_homo_ev=-7.46 total_charge=0 orbital_gap_ev=6.6
C -0.6261 -1.8149 0.7091
C -1.5018 -0.7829 -0.0083
C 0.9305 1.8944 -0.7314
C 1.1054 0.6273 -0.0951
N 0.2490 0.2490 0.8462
O -1.0041 0.5238 0.6289
O 0.3068 -0.9907 1.4661
S -1.0433 -0.9305 -1.6916
Br 2.6991 -0.2101 -0.1974
H -1.1682 -2.4227 1.4968
H 0.0837 -2.2894 0.1072
H -2.6243 -0.8609 0.3247
H 0.7188 1.8542 -1.7366
H 1.7511 2.5625 -0.8444
H 0.1232 2.5908 -0.2741

According to the calculations, the structures order from most to least stable as a), b).

a) 86
Properties=species:S:1:pos:R:3 method="wB97M-V/def2-TZVPD" e_homo_ev=-11.37 total_charge=+2 orbital_gap_ev=6.5
Pt 1.1138 0.0831 -2.4298
C 3.6251 1.9262 -4.1199
As 1.9504 1.0072 -4.3930
C 2.1467 0.0114 -6.0387
C 0.7430 2.4374 -4.9039
C 1.2587 3.4524 -5.7072
C 0.4697 4.5292 -6.0756
C -0.8468 4.5951 -5.6430
C -1.3644 3.5825 -4.8523
C -0.5821 2.4956 -4.4752
As -1.3337 1.0556 -3.3997
C -2.9412 0.6569 -4.4830
C -2.2262 2.0532 -1.9625
H 4.0630 2.1997 -5.0781
H 4.3060 1.2707 -3.5814
H 3.4197 2.8106 -3.5213
H 2.3979 0.7243 -6.8224
H 1.2071 -0.4810 -6.2801
H 2.9389 -0.7305 -5.9512
H 2.2880 3.4200 -6.0452
H 0.8824 5.3158 -6.6926
H -1.4696 5.4337 -5.9242
H -2.3997 3.6417 -4.5362
H -3.6912 1.4445 -4.4122
H -3.3815 -0.2762 -4.1312
H -2.6537 0.5437 -5.5279
H -2.2939 3.1147 -2.1947
H -1.6706 1.9288 -1.0332
H -3.2298 1.6490 -1.8357
F -0.0542 -3.5557 3.2594
C 0.0458 -2.2151 3.1709
C 0.2811 -1.6661 1.9433
C 0.4438 -0.2840 1.8124
C 0.7381 0.2965 0.5047
O 0.7429 -0.4863 -0.4859
C 1.0231 1.6788 0.4725
C 0.8930 2.3939 1.6389
N 0.5182 1.8895 2.8193
C 0.4009 2.7720 3.9652
C -0.9525 2.9641 4.5885
C -0.3269 4.0680 3.7910
C 0.3416 0.5180 2.9551
C 0.0767 -0.0627 4.1989
C -0.0633 -1.4338 4.3381
N -0.3160 -1.9775 5.6157
C -0.7802 -3.3517 5.7865
C -1.1954 -3.5438 7.2520
N -1.6076 -2.2115 7.8067
C -0.4154 -1.2900 7.9345
C 0.5054 -1.5550 6.7402
C 1.4943 2.4985 -0.7081
O 1.9540 3.5996 -0.4834
O 1.3036 2.0522 -1.9127
H 0.3688 -2.3043 1.0756
H 1.1080 3.4539 1.6156
H 1.2726 2.7590 4.6080
H -0.9962 3.0676 5.6638
H -1.7835 2.4396 4.1366
H 0.0673 4.9294 4.3086
H -0.7537 4.2742 2.8196
H -0.0378 0.5718 5.0651
H -0.0223 -4.1043 5.5543
H -1.6338 -3.5240 5.1331
H -0.3777 -3.8918 7.8802
H -2.0286 -4.2353 7.3509
H -2.0803 -2.3158 8.7048
H -2.2717 -1.7842 7.1583
H 0.0626 -1.5005 8.8892
H -0.8081 -0.2751 7.9429
H 1.2439 -2.3258 6.9901
H 1.0633 -0.6538 6.5048
N -2.6302 -3.8907 -3.5770
C -1.6058 -4.5671 -2.9944
O -1.7287 -5.6464 -2.4603
C -0.2657 -3.8822 -3.0020
C 0.8834 -4.6626 -2.9610
C 2.1151 -4.0348 -2.9415
C 2.1663 -2.6533 -2.9161
N 1.0580 -1.8991 -2.9135
C -0.1356 -2.5061 -2.9733
H -3.5096 -4.3777 -3.6484
H -2.4529 -3.1551 -4.2380
H 0.7874 -5.7402 -2.9472
H 3.0364 -4.5988 -2.9335
H 3.1034 -2.1170 -2.8849
H -0.9911 -1.8428 -2.9631

b) 86
Properties=species:S:1:pos:R:3 method="wB97M-V/def2-TZVPD" e_homo_ev=-11.09 total_charge=+2 orbital_gap_ev=6.2
Pt 2.5853 -0.0497 -0.0073
C 6.1056 -0.4842 -1.2402
As 4.8734 0.4980 -0.0941
C 5.2201 2.3373 -0.5701
C 5.6382 0.3061 1.6836
C 7.0104 0.5166 1.8120
C 7.6177 0.4583 3.0548
C 6.8537 0.1925 4.1809
C 5.4915 -0.0247 4.0576
C 4.8630 0.0232 2.8157
As 2.9472 -0.3507 2.6599
C 2.1991 0.8391 4.0227
C 2.8593 -2.0557 3.6231
H 6.9980 0.1249 -1.3808
H 5.6410 -0.6608 -2.2081
H 6.4031 -1.4287 -0.7916
H 6.2384 2.5844 -0.2706
H 4.5002 2.9768 -0.0676
H 5.1123 2.4438 -1.6485
H 7.6193 0.7349 0.9419
H 8.6823 0.6254 3.1448
H 7.3214 0.1514 5.1553
H 4.9114 -0.2369 4.9483
H 2.4887 0.5434 5.0303
H 1.1135 0.8152 3.9394
H 2.5446 1.8534 3.8285
H 3.2813 -1.9885 4.6251
H 3.4059 -2.8141 3.0623
H 1.8153 -2.3589 3.6946
F -4.0046 -2.2661 -0.2382
C -3.5670 -1.0082 -0.4465
C -2.2269 -0.7731 -0.3565
C -1.7238 0.5219 -0.5165
C -0.2927 0.7725 -0.3937
O 0.4639 -0.2283 -0.2594
C 0.1176 2.1297 -0.4505
C -0.8240 3.0822 -0.7414
N -2.1296 2.8480 -0.9411
C -3.0247 3.9564 -1.2102
C -3.6576 4.0559 -2.5700
C -2.5789 5.0161 -2.1678
C -2.6230 1.5611 -0.7856
C -3.9935 1.2943 -0.8967
C -4.4966 0.0160 -0.7163
N -5.8873 -0.2004 -0.8300
C -6.4381 -1.5512 -0.9181
C -7.9399 -1.4467 -1.2127
N -8.1909 -0.1532 -1.9285
C -7.9774 1.0151 -0.9963
C -6.7852 0.6810 -0.0946
C 1.5080 2.6802 -0.1955
O 1.7222 3.8450 -0.4556
O 2.3807 1.9193 0.3915
H -1.5595 -1.5903 -0.1206
H -0.4967 4.1101 -0.8205
H -3.6009 4.2593 -0.3445
H -4.6754 4.4157 -2.6274
H -3.3879 3.2957 -3.2903
H -2.8477 6.0344 -1.9315
H -1.6152 4.8973 -2.6416
H -4.6645 2.1013 -1.1486
H -6.3166 -2.1377 -0.0038
H -5.9387 -2.0855 -1.7257
H -8.5474 -1.4116 -0.3098
H -8.2904 -2.2658 -1.8356
H -9.1292 -0.1269 -2.3290
H -7.5239 -0.0744 -2.6987
H -8.8999 1.1572 -0.4364
H -7.7995 1.8870 -1.6228
H -7.1233 0.2075 0.8347
H -6.2829 1.6006 0.1895
N -0.4277 -4.0051 -2.4015
C 0.4981 -4.7598 -1.7508
O 0.3959 -5.9591 -1.6318
C 1.6765 -4.0392 -1.1477
C 2.7123 -4.8086 -0.6333
C 3.8027 -4.1569 -0.0891
C 3.8101 -2.7777 -0.0437
N 2.8019 -2.0210 -0.5078
C 1.7607 -2.6635 -1.0626
H -1.1593 -4.5106 -2.8732
H -0.2511 -3.0567 -2.6756
H 2.6421 -5.8862 -0.6814
H 4.6442 -4.7016 0.3133
H 4.6403 -2.2520 0.4054
H 0.9809 -2.0154 -1.4291

According to the calculations, the structures order from most to least stable as a), b).

a) 34
Properties=species:S:1:pos:R:3 method="wB97M-V/def2-TZVPD" e_homo_ev=-10.86 total_charge=+1 orbital_gap_ev=7.8
C -1.6827 -0.2621 0.5925
C -2.1174 -0.6718 1.7797
C 0.4227 3.0550 -0.8108
C 0.1768 2.1195 0.0551
C 0.2865 -1.7942 -0.1376
C -1.2963 -0.2660 -1.4060
C 1.6818 -1.8972 -0.7923
C 2.0173 0.4785 -0.4987
C -0.3149 -0.3303 -0.1360
C 0.6854 0.7698 0.2987
C 1.1326 0.5819 1.8192
N -2.3650 0.1341 -0.5163
N -3.6883 0.0328 -0.7571
N 2.4652 -0.8174 -0.1971
H -3.2174 -0.6862 2.0640
H -1.4503 -1.2966 2.2915
H -0.1593 4.0038 -0.7955
H 0.7803 2.9793 -1.8292
H -0.4060 2.3663 0.8840
H -0.4603 -2.6297 -0.4302
H 0.5179 -2.1956 0.9060
H -1.1041 0.4308 -2.2122
H -1.4501 -1.2138 -1.8366
H 2.0683 -2.8876 -0.6275
H 1.4525 -1.6129 -1.7915
H 1.7774 0.4956 -1.5864
H 2.8042 1.1917 -0.2079
H 1.8389 1.3157 1.9952
H 1.5975 -0.3667 1.9812
H 0.2961 0.5941 2.4841
H -4.0606 0.9671 -0.7499
H -4.1462 -0.6018 -0.1095
H 2.5302 -1.0320 0.8039
H 3.3869 -0.9541 -0.5269

b) 34
Properties=species:S:1:pos:R:3 method="wB97M-V/def2-TZVPD" e_homo_ev=-12.68 smiles=CN[N@@H+](C)[C@H](c1ccccc1)N(C)C total_charge=+1 orbital_gap_ev=10.3
C -2.6859 0.1621 0.4590
N -1.3902 -0.5182 0.5513
C -1.3398 -1.5537 1.5692
C -0.2820 0.3728 0.3577
C 1.0515 -0.0982 0.9037
C 1.5768 -1.3549 0.5845
C 2.8992 -1.6477 0.9438
C 3.6797 -0.6893 1.5945
C 3.1411 0.5588 1.9281
C 1.8213 0.8538 1.5871
H -3.4731 -0.5577 0.7075
H -2.7380 1.0083 1.1656
H -2.8534 0.5297 -0.5632
H -2.3584 -1.7101 1.9526
H -0.9973 -2.5053 1.1303
H -0.6766 -1.2801 2.3998
H -0.5623 1.3371 0.8065
H 0.9499 -2.1047 0.0845
H 3.3133 -2.6361 0.7218
H 4.7076 -0.9151 1.8756
H 3.7360 1.3022 2.4666
H 1.3474 1.8082 1.8501
C -0.3522 2.0620 -1.4959
N -0.0621 0.6774 -1.0746
N -0.6300 -0.3187 -1.9465
C -1.4488 0.1013 -3.0599
H 0.1208 2.7384 -0.7829
H 0.0621 2.2271 -2.4962
H -1.4339 2.2047 -1.4709
H 0.9253 0.4866 -1.2694
H -1.0581 -1.0533 -1.3894
H -1.6377 -0.8248 -3.6202
H -2.4297 0.5233 -2.7603
H -0.9224 0.8141 -3.7104

According to the calculations, the structures order from most to least stable as b), a).

a) 5
Properties=species:S:1:pos:R:3 method="wB97M-V/def2-TZVPD" e_homo_ev=-11.83 smiles=N#[N+][O-].Cl total_charge=0 orbital_gap_ev=12.9
N 1.3712 2.0634 -1.4774
N 0.4614 1.6739 -1.9793
O -0.4026 1.2330 -2.5937
Cl -0.2402 -1.1394 -0.4910
H 0.7260 -0.5202 -0.8582

b) 5
Properties=species:S:1:pos:R:3 method="wB97M-V/def2-TZVPD" e_homo_ev=-10.79 smiles="[O-]/[NH+]=N/Cl" total_charge=0 orbital_gap_ev=9.7
N -0.9402 -1.4386 -0.0777
N 0.1274 -0.7796 0.0833
O 1.1983 -1.3058 -0.0083
Cl -2.4319 -0.1508 -0.0106
H -0.0159 0.1777 -0.0012

According to the calculations, the structures order from most to least stable as a), b).

a) 23
Properties=species:S:1:pos:R:3 method="wB97M-V/def2-TZVPD" e_homo_ev=-8.46 smiles=CCCOc1cccc2nsnc12 total_charge=0 orbital_gap_ev=7.1
C 3.1262 -0.7034 0.8129
C 1.6185 -0.4264 0.2310
C 1.2842 -1.4040 -0.9930
O -0.0320 -1.2324 -1.6036
C -0.8138 -0.2143 -0.9813
C -0.7147 1.2405 -1.5559
C -1.5334 2.4166 -0.8726
C -2.4187 2.0470 0.3592
C -2.5394 0.5782 0.9046
N -3.2944 0.0294 2.0090
S -2.9774 -1.6712 2.0538
N -1.8403 -1.9484 0.7698
C -1.7172 -0.6090 0.2421
H 3.0995 -0.2923 1.8950
H 3.4102 -1.8105 0.8024
H 3.8683 -0.0610 0.2053
H 1.6238 0.6971 -0.0515
H 0.9195 -0.6385 1.1316
H 1.3345 -2.5098 -0.6417
H 2.0581 -1.2855 -1.8473
H -0.0126 1.4237 -2.4452
H -1.4545 3.4836 -1.2923
H -2.9944 2.8906 0.8679

b) 23
Properties=species:S:1:pos:R:3 method="wB97M-V/def2-TZVPD" e_homo_ev=-8.53 smiles=C[C@H](O)Cc1ccc2nsnc2c1 total_charge=0 orbital_gap_ev=7.5
C 2.8979 0.3400 1.1144
C 2.4464 -0.3261 -0.2816
O 2.2108 0.7639 -1.2091
C 1.1906 -1.3291 -0.0950
C -0.2389 -0.6273 -0.2322
C -0.8105 0.0480 -1.5366
C -2.1829 0.7473 -1.5836
C -3.1000 0.8137 -0.2924
N -4.4142 1.4627 -0.1713
S -4.7677 1.1196 1.4675
N -3.4866 0.2130 2.1430
C -2.5687 0.1015 1.0284
C -1.1623 -0.5994 1.0309
H 3.2352 -0.5025 1.8084
H 3.8230 0.9922 0.8640
H 2.1187 1.0470 1.5577
H 3.3107 -0.9551 -0.7331
H 2.4659 0.4961 -2.1172
H 1.2868 -2.2901 -0.7369
H 1.2537 -1.7069 1.0005
H -0.1475 0.0411 -2.4801
H -2.5451 1.2524 -2.5406
H -0.8153 -1.1020 1.9948

According to the calculations, the structures order from most to least stable as b), a).

a) 42
Properties=species:S:1:pos:R:3 method="wB97M-V/def2-TZVPD" e_homo_ev=-9.56 total_charge=0 orbital_gap_ev=8.0
C -8.2594 -3.4871 12.5209
N -8.3162 -4.6123 13.5254
O -8.0015 -5.7029 13.1114
O -8.8152 -4.3815 14.6014
H -8.6972 -2.5816 12.9409
H -8.8611 -3.8558 11.6902
H -7.2552 -3.1462 12.2687
C -9.9916 -5.1978 15.4092
N -10.9473 -6.1543 16.0985
O -11.9403 -5.6939 16.7526
O -10.5388 -7.3116 16.1051
H -10.4826 -4.9621 14.4650
H -9.1356 -5.8318 15.1779
H -9.8274 -4.3920 16.1246
C -6.0943 -10.2569 16.1154
N -6.4697 -10.8655 17.4663
O -7.5943 -10.6279 17.8690
O -5.6023 -11.5112 18.0362
H -5.0044 -10.2487 16.1060
H -6.5841 -9.2972 15.9509
H -6.3992 -11.0041 15.3828
C -4.4945 -7.3116 16.1962
N -3.3270 -6.4101 15.9187
O -3.2447 -5.4422 16.6534
O -2.6685 -6.5932 14.9758
H -5.4332 -6.7749 16.0588
H -4.5923 -7.7050 17.2080
H -4.3024 -8.1667 15.5481
C -8.7463 -11.9877 13.3208
N -7.9557 -10.8047 13.7214
O -8.5605 -9.7567 13.9789
O -6.7104 -11.0171 13.6462
H -8.7608 -11.9851 12.2309
H -9.7747 -11.8542 13.6563
H -8.2254 -12.8702 13.6923
C -8.0805 -7.7276 14.2646
N -7.2993 -7.5341 15.5052
O -6.2355 -8.0742 15.7949
O -7.8041 -6.6999 16.1675
H -9.1453 -7.6071 14.4644
H -7.8852 -8.6931 13.7981
H -7.6278 -6.8756 13.7574

b) 42
Properties=species:S:1:pos:R:3 method="wB97M-V/def2-TZVPD" e_homo_ev=-9.70 total_charge=0 orbital_gap_ev=7.1
C 11.2157 -4.8704 24.8148
N 10.8259 -3.6035 24.1315
O 9.9598 -3.5261 23.2684
O 11.2494 -2.6005 24.7093
H 11.3120 -5.6131 24.0228
H 10.4278 -5.1802 25.5014
H 12.1743 -4.7600 25.3219
C 6.8968 -10.0190 28.8385
N 7.0837 -8.6844 28.1834
O 8.1408 -8.5905 27.5570
O 6.1271 -7.8656 28.2413
H 7.8594 -10.4912 28.6425
H 5.9749 -10.4481 28.4460
H 6.8465 -9.8515 29.9143
C 6.6902 -7.8038 23.7160
N 7.2854 -8.9563 22.8788
O 6.7433 -9.2193 21.8320
O 8.2278 -9.5377 23.3777
H 6.9906 -6.8509 23.2803
H 7.0362 -7.9402 24.7406
H 5.6235 -8.0046 23.6163
C 8.5382 -7.6287 26.3002
N 9.4677 -6.4187 26.3197
O 10.6384 -6.5631 26.4886
O 8.8955 -5.3637 26.2059
H 9.0657 -8.4778 26.7348
H 8.3250 -7.8176 25.2481
H 7.6363 -7.6676 26.9111
C 12.5373 -6.6468 27.3400
N 13.1492 -7.0958 26.0041
O 14.2002 -7.7266 26.0632
O 12.4532 -6.9108 24.9655
H 11.5443 -7.0857 27.2438
H 12.1951 -5.6146 27.4151
H 13.0466 -7.0067 28.2339
C 7.0680 -4.7229 27.2833
N 6.7904 -3.7473 28.3914
O 5.9254 -3.9377 29.2027
O 7.4744 -2.7022 28.5096
H 7.3283 -5.7149 27.6525
H 7.9965 -4.3502 26.8508
H 6.1883 -4.7714 26.6414

According to the calculations, the structures order from most to least stable as a), b).

a) 11
Properties=species:S:1:pos:R:3 method="wB97M-V/def2-TZVPD" e_homo_ev=-9.90 total_charge=0 orbital_gap_ev=8.8
C 0.4156 -0.0976 -0.5512
C -0.3424 0.7864 0.0682
C 1.6545 -0.5491 -0.0003
O -2.5290 1.6945 1.1106
S -2.0452 1.2420 -0.3008
Br -2.8877 -0.9154 -0.6275
H 0.1927 -0.7060 -1.3952
H -0.2623 0.9306 1.1893
H 2.5346 -0.6280 -0.6678
H 1.7829 -0.1731 0.9716
H 1.4863 -1.5843 0.2031

b) 11
Properties=species:S:1:pos:R:3 method="wB97M-V/def2-TZVPD" e_homo_ev="-9.08 / -8.23" total_charge=0 orbital_gap_ev="7.6 / 6.4"
C -0.1429 -2.3594 0.7441
C 1.0346 -0.2912 -0.0356
C -1.0959 1.2671 -0.2611
O 1.3690 2.3232 -0.1816
S 0.5669 1.3326 0.5342
Br 2.8306 -0.5428 -0.2122
H 0.6280 -3.0959 0.5475
H -0.9755 -2.4043 0.0476
H -1.0024 0.9844 -1.3016
H -1.5442 2.2524 -0.1763
H -1.6681 0.5338 0.2950

According to the calculations, the structures order from most to least stable as a), b).